(1)
Entry from the OMol25 dataset: C2H38CdF6NO23S2 as an isolated structure in a non-equilibrium geometry (wB97M-V/def2-TZVPD).

Geometry as XYZ:
```
73
Properties=species:S:1:pos:R:3:forces:R:3:lowdin_spin:R:1
Cd -2.76741 -1.64173 1.09473 -2.1 -0.1 2.6 0.000
C 1.14604 -0.60967 2.04787 0.3 -0.1 0.6 0.000
F 1.63780 -1.60204 1.30833 -0.3 0.4 1.2 0.000
F 0.49938 -1.08015 3.19393 1.0 0.7 -2.3 0.000
F 2.12862 0.23175 2.43095 -1.6 -1.2 -0.4 0.000
S -0.08621 0.36484 0.92486 1.7 3.2 -0.8 0.000
O -0.84380 1.14448 1.82971 -1.1 -0.8 1.3 0.000
O 0.67906 1.20438 -0.02853 -1.8 -3.2 1.8 0.000
N -1.21529 -0.83974 0.24938 4.8 3.2 -0.2 0.000
S -0.63587 -1.13671 -1.17971 2.3 -1.0 -4.6 0.000
O 0.82475 -1.16377 -1.21663 -1.9 0.3 0.1 -0.002
O -1.23493 -2.32773 -1.76641 -0.3 0.8 0.8 0.006
C -1.30753 0.35664 -2.37431 0.3 -0.3 0.6 0.000
F -2.56380 0.16904 -2.62610 -1.6 -1.7 -0.3 0.000
F -1.31142 1.52159 -1.76868 1.5 0.3 0.1 0.000
F -0.67334 0.33196 -3.55060 0.5 0.1 1.0 0.000
O 2.29243 -3.31372 4.09890 0.1 0.2 -0.2 0.000
H 1.79779 -3.60515 3.33297 0.0 -0.3 -0.2 0.000
H 1.62984 -2.95943 4.69192 0.0 0.1 0.4 0.000
O -0.72092 3.81010 3.90026 -0.1 0.4 -0.1 0.000
H -0.36089 2.92332 3.91564 0.4 -0.3 0.4 0.000
H -1.55088 3.74036 4.37200 -0.2 0.1 0.2 0.000
O 2.56284 -0.67536 5.65390 -0.6 0.1 -0.1 0.000
H 3.40781 -0.65478 6.10316 0.2 0.0 0.3 0.000
H 2.78622 -0.69545 4.72335 0.3 -0.2 -0.2 0.000
O -3.61743 -2.57495 -0.49446 -0.8 -1.3 -0.1 0.000
H -4.13393 -2.16214 -1.18659 -1.2 1.2 -1.0 0.000
H -3.23700 -3.34961 -0.90848 0.3 -0.4 0.0 0.000
O 4.94804 -2.46548 1.21958 -0.3 0.2 0.2 0.000
H 5.50857 -1.79302 0.83249 0.4 0.1 -0.1 0.000
H 4.31726 -2.67738 0.53150 -0.1 -0.2 -0.2 0.000
O 0.27884 1.51604 5.14982 -0.4 -0.3 -0.5 0.000
H 0.75789 0.68941 5.20843 0.5 -0.3 0.2 0.000
H -0.01112 1.68940 6.04543 0.0 0.2 0.3 0.000
O -3.72765 2.75686 0.04027 -0.8 -1.0 -0.6 0.000
H -3.45713 2.80785 -0.87649 -0.1 0.1 -0.2 0.000
H -3.18345 3.40499 0.48748 0.6 0.3 0.6 0.000
O 3.51902 1.48048 0.38671 -0.1 -0.6 0.0 0.000
H 4.29801 1.93828 0.70265 0.2 0.6 0.1 0.000
H 3.80692 0.57649 0.25966 0.1 -0.3 -0.1 0.000
O -5.26870 -1.12120 -2.51535 0.4 -1.1 0.8 0.000
H -5.30111 -0.19678 -2.76156 0.2 0.9 -0.1 0.000
H -5.35243 -1.59329 -3.34381 -0.1 -0.2 -0.2 0.000
O -2.45774 -3.72698 -3.78717 0.3 0.2 -0.3 -0.002
H -2.40011 -4.67664 -3.89225 -0.2 -0.5 -0.2 0.000
H -2.02678 -3.55149 -2.95069 0.1 0.2 0.5 0.000
O -2.40663 -1.00148 3.18656 -0.7 -0.8 -0.2 0.000
H -1.85919 -0.33855 3.60734 0.6 0.8 -0.2 0.000
H -2.76381 -1.51357 3.91211 -0.3 -0.3 0.4 0.000
O 0.05823 -0.79362 -6.03816 -0.1 -0.6 0.6 0.017
H 0.52471 -1.10771 -6.81274 0.1 -0.1 -0.5 0.000
H 0.51551 0.01054 -5.79229 0.2 0.4 0.1 0.000
O 4.14727 3.03803 2.75211 -0.1 0.1 -0.2 0.000
H 5.09406 2.90231 2.71464 0.4 0.1 0.2 0.000
H 3.77917 2.15489 2.78058 -0.2 -0.2 0.1 0.000
O -1.76861 3.67515 1.44721 -0.1 0.4 -0.6 0.000
H -1.57581 4.43134 2.00150 0.2 0.1 0.3 0.000
H -1.45100 2.92355 1.94766 0.0 0.2 0.1 0.000
O 3.32150 -1.61041 -3.48173 -0.1 -0.5 -0.7 0.335
H 3.09992 -0.86092 -2.92910 -0.3 1.4 0.3 0.002
H 3.07022 -2.37417 -2.96233 -0.1 -0.7 0.3 -0.001
O 2.14425 3.46494 -0.87007 -0.3 0.3 -0.6 0.014
H 2.48069 2.68657 -0.42603 0.3 -0.2 0.2 0.000
H 1.54734 3.86339 -0.23669 -0.2 0.3 0.1 0.000
O -4.77788 1.44396 -3.58939 -0.2 -0.1 0.2 0.000
H -3.84645 1.66249 -3.55925 0.1 0.1 0.0 0.000
H -4.99686 1.45464 -4.52114 -0.2 0.2 -0.3 0.000
O 2.41929 1.08849 -2.55472 0.3 -1.0 -0.4 0.035
H 1.82899 1.79015 -2.82939 0.0 0.5 0.0 0.000
H 2.17493 0.91108 -1.64640 -0.2 0.2 0.4 0.000
O 0.23427 -3.04553 -4.44944 1.7 -1.1 0.4 0.580
H 0.33845 -2.15399 -4.78191 0.3 2.0 -1.0 0.005
H -0.71261 -3.16549 -4.37688 -2.0 -0.5 0.3 0.010
```
Positions in Å, forces in eV/Å.

Computed properties:
HOMO (alpha / beta) in eV: -14.84 / -14.74
Frontier orbital gap (alpha / beta) in eV: 7.18 / 2.48
Total charge: +2
Spin multiplicity: 2



(2)
Entry from the OMol25 dataset: a 9-piece molecular cluster, H17O9 overall in a non-equilibrium geometry (wB97M-V/def2-TZVPD).

Geometry as XYZ:
```
26
Properties=species:S:1:pos:R:3:forces:R:3:nbo_charge:R:1
O -0.38259 1.12308 0.40296 0.4 -0.5 -0.2 -1.022
H 0.06540 0.24286 0.54582 -0.4 0.0 0.3 0.500
H 0.25248 1.41804 -0.26668 -0.5 0.1 -0.3 0.474
O 0.28291 1.54664 3.05078 -0.3 -1.0 0.1 -0.971
H 0.53981 0.66767 3.37350 0.3 0.3 0.2 0.470
O -1.63046 -0.31514 -3.26677 0.4 0.3 -0.1 -1.005
H -0.91306 -0.81420 -2.80808 -0.4 -0.2 0.0 0.497
H -2.12709 0.03557 -2.51826 -0.1 -0.2 0.0 0.473
O 0.92906 -1.23063 0.52742 -0.3 0.2 -0.1 -1.066
H 1.79650 -0.91056 0.26418 0.0 -0.1 -0.1 0.470
H 0.40582 -1.53191 -0.40141 1.0 -0.7 0.4 0.515
O 1.81614 3.34153 0.46958 0.6 0.7 0.0 -0.956
H 1.23070 2.86738 -0.11859 0.0 -0.2 0.2 0.468
H 1.86492 2.87063 1.30636 -0.5 -0.3 -0.1 0.488
O 0.39827 -2.18977 3.00031 0.2 0.0 0.2 -1.000
H 0.76539 -1.96579 2.11332 -0.4 0.0 0.1 0.510
H -0.54692 -2.02415 2.93043 0.1 0.0 -0.2 0.462
O -0.03192 -1.83502 -1.60840 -0.3 0.9 -0.6 -1.226
H -0.12665 -2.63692 -2.12161 0.1 -0.3 0.4 0.471
H -0.36062 1.25841 2.37500 0.4 0.8 -0.2 0.492
O -2.40584 -0.97108 -0.29669 -0.2 0.0 0.0 -1.000
H -1.54827 -1.23619 -0.68605 -0.1 -0.2 -0.1 0.500
H -2.26178 -0.08315 0.04426 0.3 0.1 0.0 0.475
O 1.11019 0.69895 -2.17512 0.0 0.1 0.0 -1.006
H 0.92741 -0.25399 -2.02767 -0.1 0.0 0.0 0.507
H 0.39484 0.95094 -2.77550 0.0 -0.1 0.1 0.481
```
Positions in Å, forces in eV/Å.

Computed properties:
Energy above the lowest of the compared OMol25 structures with the same formula, charge and spin in kcal/mol: 0.4
HOMO in eV: -6.77
Frontier orbital gap in eV: 10.12
Total charge: -1